1.
Here is a 23-piece molecular cluster, C46H138O46 overall from OMol25. Energies are from wB97M-V/def2-TZVPD.

Summary:
Energy relative to the best compared isomer or geometry (same formula, charge and spin): 10.979 eV
DFT total energy: -5295.8000 a.u.
Lowest unoccupied orbital energy: 0.07 eV

ORCA input file:
```
! RIJCOSX wB97M-V def2-TZVPD def2/J DEFGRID3
* xyz 0 1
O 5.44 0.74 -3.98
O -6.96 -3.48 -4.73
O 2.39 4.84 2.22
O 2.94 4.30 -3.58
O -5.09 -1.62 -2.16
O -1.21 8.45 0.15
O 2.82 2.41 8.05
O 5.11 -3.16 -4.11
O -0.49 -3.69 -1.23
O 2.54 2.00 0.01
O -3.33 3.21 -1.91
O -3.14 -3.12 3.71
O 1.06 -3.69 -8.28
O 1.19 0.50 7.06
O -0.85 -1.00 1.61
O -5.60 -4.42 -0.07
O -7.10 2.09 -2.23
O 0.13 -1.67 -5.87
O -0.06 5.13 -4.06
O -0.70 0.08 -3.93
O 1.71 3.44 -8.64
O -2.50 -6.05 3.46
O 5.73 -2.99 -1.13
O -3.95 2.21 1.73
O -0.96 -3.94 5.40
O -1.89 -4.48 -3.34
O -2.04 0.28 -6.13
O 8.18 2.99 -1.38
O -4.81 4.78 1.89
O -0.13 2.95 7.11
O 4.54 3.26 -1.51
O 3.24 -2.11 2.68
O 5.53 2.71 2.68
O 3.04 1.46 5.26
O -0.63 -8.09 1.96
O 3.00 1.38 -6.20
O -1.72 0.81 6.59
O -5.70 -7.42 -0.07
O 1.15 -3.43 1.15
O -4.08 -1.35 1.51
O 0.32 0.93 -1.24
O -3.70 -4.16 6.33
O 0.16 5.73 7.27
O 7.15 0.91 1.12
O 0.15 6.54 1.74
O 0.28 1.55 -6.92
C -0.83 0.37 -0.47
C 5.77 0.59 1.41
C -3.63 4.27 2.67
C -2.62 0.95 -5.04
C -1.95 -8.37 2.43
C 2.84 4.14 1.13
C -4.50 -1.24 2.89
C 4.31 0.05 -4.54
C 4.53 -3.44 -1.85
C 1.73 -2.58 -7.65
C 2.17 2.75 1.15
C -0.56 6.04 0.63
C -0.50 0.15 1.02
C -0.74 -3.65 -3.59
C 1.93 -2.10 3.09
C -2.50 -4.89 6.86
C -4.79 3.05 -1.65
C 0.30 -0.59 7.03
C 6.97 3.41 -1.97
C -5.78 2.42 -2.72
C -5.15 -5.30 -1.06
C -0.45 3.81 6.00
C -4.69 -6.52 -0.31
C -2.09 0.21 -3.84
C 1.45 2.07 -8.96
C 1.40 -2.27 -6.16
C -0.83 5.30 6.40
C 0.26 1.36 -8.31
C 0.26 -3.67 -2.46
C -2.55 -7.41 3.57
C -3.43 -1.73 3.81
C 3.07 1.00 -4.84
C -0.84 -0.20 6.07
C -3.80 2.78 2.99
C 0.60 3.88 -4.03
C -0.83 7.15 -0.45
C 5.81 3.00 -0.99
C 4.13 1.70 6.08
C 1.24 -3.37 2.54
C -5.29 -2.24 -3.40
C 3.82 2.84 7.15
C -6.70 -2.94 -3.42
C -1.13 -4.31 6.74
C 4.98 -4.12 -3.15
C 1.76 3.84 -3.02
C 5.51 1.30 2.80
H -0.23 -3.91 -4.52
H 1.19 2.08 -10.02
H 3.90 3.92 1.28
H 0.62 5.71 -3.73
H 0.65 -1.62 6.96
H -0.03 5.18 0.23
H 3.62 2.09 -6.37
H -3.20 3.82 -2.64
H 0.89 -4.55 -2.55
H 1.09 3.64 -4.97
H -5.95 -5.54 -1.76
H -1.55 5.66 0.85
H 1.66 4.38 -2.08
H 0.05 -8.25 2.62
H -5.99 2.92 -3.66
H 2.81 -2.73 -7.64
H -1.17 -2.66 -3.68
H -6.32 -7.02 0.54
H 1.07 1.09 -6.63
H -4.33 -4.88 -1.65
H 1.52 -3.88 -9.10
H 4.21 -4.78 -3.55
H -7.44 -2.16 -3.24
H -3.67 -1.54 4.85
H 0.50 3.47 7.62
H -5.66 4.53 2.25
H -0.17 6.60 7.50
H -1.81 0.79 -0.68
H -5.33 1.56 -3.23
H 3.86 -2.61 -2.09
H -4.49 -2.97 -3.49
H 6.01 0.80 3.62
H -1.93 -7.66 4.43
H -4.56 -0.62 1.10
H 1.84 2.77 -2.85
H 3.11 1.67 8.59
H 7.01 3.01 -2.99
H 1.07 3.59 -7.95
H -4.30 -6.22 0.67
H 5.96 3.28 0.05
H 3.97 -0.60 -3.73
H -1.06 0.83 1.66
H -1.88 -9.40 2.76
H -1.72 -1.29 1.34
H -3.60 -7.61 3.81
H 0.25 -3.38 2.99
H 3.76 4.01 -3.17
H -3.57 4.83 3.61
H -1.19 1.58 6.81
H 6.39 -2.41 -1.51
H -0.78 -0.69 -0.76
H 3.18 -2.56 1.83
H -2.49 -1.19 3.70
H -0.42 -5.07 7.05
H -2.32 -4.14 -2.55
H -2.17 1.94 -5.00
H 0.98 6.06 1.78
H 2.88 4.61 0.15
H -1.26 3.39 5.41
H 7.24 1.84 0.89
H 2.82 4.53 3.03
H -5.26 -1.37 -4.07
H -3.70 0.81 -4.96
H 3.43 3.71 6.61
H -1.94 -5.92 2.68
H 5.82 1.91 -1.05
H -0.52 -0.64 -4.54
H -0.16 3.13 -3.82
H 1.88 -2.21 4.18
H -2.38 0.68 -2.90
H 8.26 3.26 -0.46
H -0.41 0.26 5.19
H -1.60 6.84 -1.15
H -7.57 2.89 -1.97
H 1.57 -4.29 3.02
H -3.97 2.97 1.15
H -1.69 -3.32 5.28
H -3.01 2.32 3.57
H -1.13 0.52 -6.32
H -0.52 -2.20 -6.34
H -3.70 -4.22 5.37
H 0.83 -2.75 -2.49
H 0.57 0.19 1.18
H 0.60 -2.70 0.86
H 5.78 -4.86 -3.12
H 3.88 -4.13 -1.31
H -4.79 -4.07 0.33
H 0.47 3.84 5.42
H 5.96 -2.76 -3.93
H -4.73 2.71 3.55
H -0.69 1.77 -8.64
H -3.89 -7.08 -0.80
H -0.30 -4.57 -0.88
H 2.34 1.44 -8.95
H 1.45 -3.24 -5.66
H 0.21 0.31 -8.61
H -0.11 -0.69 8.04
H -2.66 -8.45 1.61
H 3.29 1.76 -4.09
H -2.48 -5.72 6.15
H -2.77 4.49 2.04
H -0.95 -3.50 7.44
H -1.68 5.36 7.08
H 1.90 1.50 -0.49
H -4.73 -0.22 3.20
H -0.05 7.30 -1.20
H 5.05 0.95 0.67
H 0.74 1.15 7.60
H 4.43 0.74 6.50
H 3.89 2.70 -1.07
H 4.72 3.07 7.72
H -0.40 8.86 0.46
H -3.16 -3.44 2.80
H 4.44 1.14 2.94
H 2.53 0.83 5.78
H 4.90 2.07 5.41
H -4.92 4.12 -1.55
H 2.32 2.16 2.05
H -2.58 -0.76 -3.67
H 1.67 -1.72 -8.32
H 0.16 0.47 -2.07
H 6.43 3.00 2.53
H -1.30 -1.10 5.67
H 4.54 -0.62 -5.36
H 1.40 -1.20 2.77
H -4.77 2.42 -0.76
H 2.15 0.43 -4.67
H 1.08 2.79 1.10
H -5.41 -1.83 3.04
H 6.95 4.48 -2.18
H -2.57 -5.31 7.87
H -5.91 -1.35 -1.75
H 5.97 0.00 -3.69
H 5.66 -0.50 1.43
H -0.97 6.05 5.62
H -6.71 -3.76 -2.70
H -6.65 -2.87 -5.41
H 2.15 -1.63 -5.71
*
```

2.
Here is C5H8MgO5Zn as an isolated structure from OMol25. Energies are from wB97M-V/def2-TZVPD.

Summary:
Energy relative to the best compared isomer or geometry (same formula, charge and spin): 4.630 eV
DFT total energy: -2550.5572 a.u.
Lowest unoccupied orbital energy (alpha / beta): -5.76 / -5.75 eV

ORCA input file:
```
! RIJCOSX wB97M-V def2-TZVPD def2/J DEFGRID3
* xyz 1 2
Zn 0.91 -0.62 -0.45
Mg -4.63 -0.14 -1.06
O 2.39 0.57 -0.44
O -2.83 0.39 -0.51
O 1.08 -0.16 1.67
O -0.72 0.12 -1.11
O -0.39 -1.83 0.47
C 0.04 -0.55 2.36
C 1.96 0.96 1.89
C -0.33 -1.91 1.85
C -1.68 -0.05 -0.32
C 3.00 0.82 0.77
H 3.71 0.03 1.06
H 1.35 1.86 1.75
H -1.33 -2.13 2.30
H -1.42 0.20 1.00
H 0.06 -0.36 3.44
H 2.37 0.89 2.91
H 3.57 1.77 0.76
H 0.36 -2.64 2.31
*
```

3.
Here is one molecule with the formula C5H6O from OMol25. Energies are from wB97M-V/def2-TZVPD.

Summary:
Energy relative to the best compared isomer or geometry (same formula, charge and spin): 5.054 eV
DFT total energy: -269.1605 a.u.
Lowest unoccupied orbital energy: 0.63 eV

ORCA input file:
```
! RIJCOSX wB97M-V def2-TZVPD def2/J DEFGRID3
* xyz 0 1
O 2.29 -0.38 -1.07
C -1.17 0.01 0.05
C 2.35 -0.17 0.33
C -2.58 0.09 0.05
C -0.07 -0.43 -0.29
C 1.19 0.26 -0.45
H 1.09 1.33 -0.67
H -2.19 -0.97 0.45
H -3.19 0.37 0.90
H 2.27 -1.07 0.94
H 3.04 0.59 0.68
H -3.03 0.38 -0.92
*
```